# 1
This record from the Open Molecules 2025 dataset describes a molecular structure, C45H35N14OTc in a non-equilibrium geometry. The level of theory is wB97M-V/def2-TZVPD.

XYZ file:
```
96
C45H35N14OTc wB97M-V/def2-TZVPD
Tc 2.33 0.27 -0.74
C 4.93 -1.33 -0.34
N 4.08 -0.91 -1.47
C 3.72 -2.00 -2.39
C 2.58 -1.48 -3.17
N 1.90 -0.42 -2.77
C 0.93 -0.17 -3.77
C 0.03 0.88 -3.95
C -0.78 0.83 -5.06
C -0.69 -0.21 -6.00
C 0.24 -1.21 -5.87
C 1.05 -1.16 -4.74
N 2.11 -1.97 -4.32
C 4.93 -0.18 0.61
N 3.97 0.75 0.60
C 4.40 1.74 1.53
C 3.91 3.00 1.88
C 4.61 3.72 2.83
C 5.77 3.23 3.44
C 6.29 2.00 3.08
C 5.59 1.29 2.11
N 5.89 0.09 1.49
H 5.94 -1.58 -0.65
H 4.49 -2.22 0.11
H 4.58 -0.20 -2.00
H 3.43 -2.88 -1.81
H 4.55 -2.28 -3.04
H -0.01 1.71 -3.26
H -1.50 1.63 -5.23
H -1.34 -0.20 -6.87
H 0.37 -1.98 -6.62
H 2.47 -2.77 -4.82
H 3.05 3.45 1.41
H 4.25 4.71 3.11
H 6.28 3.82 4.18
H 7.20 1.62 3.51
H 6.70 -0.48 1.67
C -0.16 -4.78 1.15
N 0.78 -3.67 1.00
C 0.90 -2.77 0.02
N 1.90 -1.95 0.30
C 2.35 -2.41 1.51
N 1.71 -3.46 1.95
C -1.60 -4.41 0.90
C -2.46 -5.32 0.28
C -3.81 -5.03 0.13
C -4.33 -3.83 0.57
C -3.47 -2.91 1.18
C -2.11 -3.20 1.35
C -4.01 -1.65 1.63
N -5.27 -1.26 1.60
N -5.30 0.01 2.05
C -4.05 0.34 2.34
O -3.19 -0.68 2.11
C -3.58 1.64 2.73
C -4.51 2.62 3.08
C -4.07 3.90 3.37
C -2.72 4.20 3.29
C -1.78 3.23 2.95
C -0.31 3.58 2.94
N 0.40 3.14 1.72
C 1.01 2.00 1.50
N 1.52 2.02 0.27
C 1.14 3.23 -0.23
N 0.45 3.94 0.62
C -2.21 1.94 2.68
H -0.04 -5.12 2.18
H 0.15 -5.60 0.51
H 0.25 -2.71 -0.84
H 3.17 -1.96 2.07
H -2.07 -6.27 -0.05
H -4.46 -5.76 -0.34
H -5.38 -3.60 0.46
H -1.48 -2.48 1.86
H -5.57 2.37 3.12
H -4.78 4.66 3.66
H -2.39 5.21 3.51
H 0.19 3.12 3.79
H -0.18 4.65 3.00
H 1.14 1.20 2.21
H 1.38 3.58 -1.22
H -1.51 1.16 2.41
N -7.34 1.34 -2.75
C -6.24 1.15 -2.45
C -4.88 0.92 -2.07
C -4.29 -0.33 -2.30
C -2.99 -0.55 -1.92
C -2.25 0.47 -1.29
C -2.84 1.73 -1.09
C -4.14 1.96 -1.48
C -0.90 0.26 -0.95
C 0.32 0.16 -0.83
H -4.88 -1.11 -2.76
H -2.52 -1.51 -2.11
H -2.26 2.53 -0.64
H -4.60 2.93 -1.33
```

- Molar mass: 885.9 g/mol
- Multiplicity: 4
- Kohn-Sham gap (spin up / spin down): 7.1 / 3.4 eV
- Net charge: +3
- <S²>: 3.795
- Electronic energy: -2657.53254 Eh
- Max |F|: 2.0 eV/A


# 2
This record from the Open Molecules 2025 dataset describes a molecular structure, C45H36AsF6HfN4O2SbSe4 in a non-equilibrium geometry. The level of theory is wB97M-V/def2-TZVPD.

XYZ file:
```
100
C45H36AsF6HfN4O2SbSe4 wB97M-V/def2-TZVPD
Hf 0.43 -0.16 -1.68
O 0.10 -0.69 0.05
C 0.39 -0.29 1.34
C -0.45 0.99 1.62
C 0.15 2.23 1.03
C 0.47 3.31 1.85
C 1.13 4.40 1.30
C 1.31 4.44 -0.07
C 0.81 3.41 -0.85
C 0.63 3.58 -2.32
C 1.30 2.49 -3.21
O 1.24 1.22 -2.61
C 2.74 2.95 -3.36
C 3.12 3.82 -4.37
C 4.42 4.29 -4.43
C 5.35 3.90 -3.48
C 4.98 3.04 -2.47
C 3.68 2.57 -2.41
C 0.62 2.30 -4.58
C 1.30 1.43 -5.43
C 0.70 0.93 -6.57
C -0.60 1.30 -6.89
C -1.27 2.19 -6.07
C -0.67 2.70 -4.92
N 0.35 2.28 -0.28
C 0.08 -1.42 2.32
C 0.17 -2.73 1.88
C 0.00 -3.80 2.74
C -0.27 -3.58 4.07
C -0.37 -2.28 4.53
C -0.18 -1.21 3.67
C 1.90 -0.06 1.50
C 2.51 1.03 2.12
C 3.88 1.19 2.06
C 4.68 0.27 1.41
C 4.11 -0.88 0.90
C 2.74 -1.04 0.97
H -1.44 0.81 1.18
H -0.60 1.14 2.69
H 0.22 3.28 2.90
H 1.47 5.21 1.93
H 1.79 5.29 -0.55
H -0.46 3.58 -2.49
H 1.00 4.56 -2.63
H 2.40 4.12 -5.12
H 4.72 4.95 -5.23
H 6.37 4.27 -3.54
H 5.70 2.73 -1.72
H 3.40 1.89 -1.61
H 2.30 1.12 -5.16
H 1.24 0.22 -7.18
H -1.08 0.89 -7.76
H -2.30 2.49 -6.30
H -1.27 3.38 -4.32
H 0.36 -2.94 0.83
H 0.10 -4.81 2.35
H -0.40 -4.41 4.75
H -0.59 -2.09 5.57
H -0.24 -0.21 4.08
H 1.93 1.75 2.66
H 4.33 2.07 2.51
H 5.75 0.43 1.32
H 4.71 -1.64 0.42
H 2.28 -1.95 0.60
Se -4.25 3.14 -4.37
Sb -3.49 0.98 -3.54
Se -1.21 -0.49 -3.34
Se -1.60 1.02 -1.90
Se -5.48 -0.18 -2.82
F 2.33 -0.72 -1.53
As 2.21 -2.19 -2.46
F 0.48 -2.36 -1.84
F 1.51 -1.22 -3.78
F 1.88 -3.59 -3.44
F 3.79 -1.95 -3.06
F 2.77 -3.22 -1.19
N -3.73 -4.05 3.63
C -4.10 -3.94 4.94
C -4.43 -4.87 5.91
C -4.81 -4.38 7.15
C -4.87 -3.01 7.41
C -4.55 -2.08 6.44
C -4.17 -2.55 5.19
N -3.86 -1.87 4.05
C -3.62 -2.77 3.14
C -3.33 -2.44 1.76
C -2.68 -3.28 0.85
C -2.42 -2.80 -0.42
N -2.81 -1.61 -0.85
C -3.53 -0.86 -0.02
C -3.77 -1.20 1.30
H -3.64 -4.90 3.10
H -4.40 -5.94 5.72
H -5.07 -5.07 7.94
H -5.19 -2.68 8.39
H -4.62 -1.02 6.63
H -2.36 -4.27 1.13
H -1.89 -3.42 -1.14
H -3.93 0.08 -0.41
H -4.30 -0.53 1.96
```

- Molar mass: 1469.8 g/mol
- Multiplicity: 2
- Kohn-Sham gap (spin up / spin down): 5.8 / 5.7 eV
- Net charge: -1
- <S²>: 0.765
- Electronic energy: -14835.16578 Eh
- Max |F|: 8.4 eV/A


# 3
This record from the Open Molecules 2025 dataset describes a molecular structure, C45H36ClMnN6O3S2 in a non-equilibrium geometry. The level of theory is wB97M-V/def2-TZVPD.

XYZ file:
```
94
C45H36ClMnN6O3S2 wB97M-V/def2-TZVPD
Mn 0.32 -0.73 0.28
Cl 4.53 -0.94 6.16
C 3.32 -0.83 4.93
C 1.98 -0.61 5.29
C 1.01 -0.51 4.33
C 1.33 -0.63 2.97
O 0.35 -0.52 2.10
C 2.68 -0.86 2.61
C 3.09 -0.96 1.24
N 2.29 -0.78 0.26
C 2.68 -0.89 -1.10
C 3.98 -0.87 -1.54
C 4.30 -0.99 -2.90
C 3.32 -1.11 -3.83
C 1.96 -1.12 -3.43
C 0.90 -1.22 -4.36
C -0.39 -1.22 -3.92
C -0.64 -1.09 -2.55
N 0.32 -0.99 -1.66
C 1.63 -1.01 -2.07
C 3.66 -0.96 3.61
H 1.73 -0.51 6.34
H -0.03 -0.35 4.60
H 4.13 -1.23 1.05
H 4.78 -0.74 -0.82
H 5.34 -0.97 -3.20
H 3.55 -1.19 -4.89
H 1.13 -1.30 -5.42
H -1.22 -1.30 -4.61
H -1.65 -1.08 -2.17
H 4.69 -1.14 3.33
C -0.36 5.92 1.59
C -1.37 5.69 0.49
C -2.22 6.71 0.07
C -3.14 6.50 -0.94
C -3.23 5.26 -1.56
C -2.38 4.23 -1.16
C -1.46 4.45 -0.14
N -0.53 3.44 0.25
C -0.74 2.10 0.23
N -1.99 1.71 0.42
C -2.53 0.39 0.42
C -1.71 -0.72 0.27
C -2.39 -1.94 0.17
C -3.77 -2.05 0.25
C -4.54 -0.91 0.45
C -3.93 0.33 0.53
C -4.75 1.58 0.72
N 0.27 1.25 0.07
C 1.56 1.90 -0.07
C 2.28 2.19 1.08
C 3.55 2.74 1.00
C 4.06 3.08 -0.25
C 3.30 2.88 -1.39
C 2.03 2.30 -1.32
C 1.20 2.17 -2.57
H -0.53 6.88 2.07
H 0.66 5.92 1.20
H -0.42 5.14 2.35
H -2.15 7.68 0.54
H -3.79 7.30 -1.26
H -3.94 5.09 -2.35
H -2.42 3.27 -1.66
H 0.44 3.73 0.31
H -2.65 2.45 0.59
H -1.84 -2.85 0.00
H -4.24 -3.02 0.17
H -5.61 -0.98 0.53
H -5.81 1.32 0.83
H -4.67 2.26 -0.13
H -4.47 2.12 1.63
H 1.85 1.94 2.05
H 4.12 2.92 1.90
H 5.05 3.51 -0.34
H 3.67 3.20 -2.35
H 1.81 1.85 -3.41
H 0.78 3.15 -2.84
H 0.37 1.48 -2.44
O 1.30 -7.30 -1.34
S 0.23 -6.40 -1.62
O -0.38 -6.37 -2.91
N 0.75 -4.85 -1.21
C 0.14 -4.44 -0.17
S 0.65 -2.99 0.67
C -0.91 -5.33 0.40
C -1.74 -5.12 1.48
C -2.65 -6.12 1.82
C -2.70 -7.30 1.08
C -1.87 -7.51 -0.01
C -0.99 -6.50 -0.33
H -1.68 -4.20 2.05
H -3.31 -5.98 2.66
H -3.41 -8.07 1.37
H -1.91 -8.43 -0.58
```

- Molar mass: 863.3 g/mol
- Energy relative to the best compared isomer or geometry (same formula, charge and spin): 0.00 kJ/mol
- Multiplicity: 2
- Kohn-Sham gap (spin up / spin down): 5.6 / 5.5 eV
- Net charge: +1
- <S²>: 0.791
- Electronic energy: -4698.03126 Eh
- Max |F|: 3.6 eV/A


# 4
This record from the Open Molecules 2025 dataset describes a molecular structure, C45H36InN2O6. The level of theory is wB97M-V/def2-TZVPD.

XYZ file:
```
90
C45H36InN2O6 wB97M-V/def2-TZVPD
C 7.96 6.32 -4.57
C 7.39 7.66 -5.05
C 5.93 7.89 -4.63
In 4.38 6.46 -5.42
N 5.09 4.53 -6.00
N 3.00 6.08 -3.79
H 8.97 6.17 -4.96
H 8.02 6.28 -3.48
H 7.36 5.50 -4.94
H 7.53 7.74 -6.13
H 8.01 8.45 -4.61
H 5.89 7.88 -3.54
H 5.65 8.90 -4.96
H 3.44 7.11 -6.81
H 5.45 4.08 -5.17
H 5.89 4.65 -6.61
H 3.54 5.55 -3.11
H 2.83 6.97 -3.33
C 1.43 3.60 -5.51
C 0.71 2.90 -6.47
C -0.03 1.78 -6.11
C -0.04 1.35 -4.79
C 0.70 2.05 -3.83
C 1.42 3.18 -4.19
C 0.72 1.60 -2.42
O 1.34 2.20 -1.56
C -0.05 0.37 -2.06
C 0.00 -0.09 -0.75
C -0.72 -1.21 -0.38
C -1.49 -1.88 -1.33
C -1.54 -1.43 -2.64
C -0.82 -0.30 -3.01
C -0.86 0.17 -4.42
O -1.54 -0.41 -5.24
H 2.00 4.48 -5.79
H 0.73 3.22 -7.50
H -0.60 1.24 -6.86
H 1.98 3.74 -3.45
H 0.62 0.43 -0.03
H -0.68 -1.57 0.64
H -2.05 -2.77 -1.05
H -2.14 -1.94 -3.37
C 1.80 3.02 3.28
C 1.05 2.30 2.36
C 0.27 1.24 2.78
C 0.24 0.89 4.13
C 1.00 1.61 5.05
C 1.77 2.68 4.62
C 1.01 1.23 6.49
O 1.67 1.85 7.30
C 0.20 0.05 6.91
C 0.23 -0.36 8.24
C -0.52 -1.44 8.65
C -1.32 -2.13 7.73
C -1.35 -1.73 6.41
C -0.59 -0.64 5.99
C -0.62 -0.24 4.56
O -1.34 -0.82 3.77
H 2.41 3.86 2.95
H 1.09 2.56 1.31
H -0.31 0.67 2.07
H 2.36 3.24 5.34
H 0.85 0.18 8.95
H -0.49 -1.76 9.68
H -1.91 -2.97 8.06
H -1.96 -2.26 5.69
C -4.46 -3.41 3.97
C -3.71 -2.89 2.92
C -3.53 -3.63 1.77
C -4.09 -4.90 1.66
C -4.83 -5.43 2.72
C -5.02 -4.67 3.88
C -5.41 -6.79 2.64
O -6.06 -7.25 3.56
C -5.17 -7.59 1.41
C -5.67 -8.89 1.33
C -5.46 -9.64 0.19
C -4.77 -9.09 -0.89
C -4.27 -7.80 -0.82
C -4.46 -7.05 0.33
C -3.90 -5.67 0.40
O -3.30 -5.19 -0.54
H -4.61 -2.82 4.87
H -3.26 -1.91 3.00
H -2.96 -3.23 0.95
H -5.60 -5.08 4.69
H -6.21 -9.30 2.17
H -5.84 -10.65 0.13
H -4.61 -9.68 -1.79
H -3.73 -7.37 -1.65
```

- Molar mass: 815.6 g/mol
- Multiplicity: 1
- Kohn-Sham gap: 4.3 eV
- Net charge: -1
- Electronic energy: -2487.58000 Eh
- Max |F|: 0.7 eV/A


# 5
This record from the Open Molecules 2025 dataset describes a molecular structure, C45H36N6O4ReSe2 in a non-equilibrium geometry. The level of theory is wB97M-V/def2-TZVPD.

XYZ file:
```
94
C45H36N6O4ReSe2 wB97M-V/def2-TZVPD
Re -1.18 0.02 -0.77
C -2.65 -2.72 2.16
C -2.00 -3.93 1.96
C -1.09 -4.05 0.92
C -0.83 -2.96 0.07
C -1.45 -1.72 0.28
C -2.37 -1.63 1.35
C 0.21 -3.12 -0.94
C 1.45 -3.66 -0.74
C 2.46 -3.63 -1.68
C 2.31 -2.80 -2.85
C 3.40 -2.40 -3.62
C 3.23 -1.52 -4.68
C 1.97 -1.03 -4.98
C 0.86 -1.43 -4.24
C 1.06 -2.29 -3.19
N -0.10 -2.88 -2.41
H -3.37 -2.61 2.97
H -2.21 -4.78 2.60
H -0.59 -5.00 0.75
H -2.86 -0.69 1.55
H 1.65 -4.04 0.26
H 3.43 -4.06 -1.46
H 4.39 -2.78 -3.38
H 4.08 -1.21 -5.27
H 1.83 -0.34 -5.81
H -0.12 -1.05 -4.50
O 0.08 0.71 -2.17
N 1.39 0.92 -2.11
N 1.94 0.15 -1.29
O 1.31 -0.70 -0.57
C 3.40 0.26 -1.15
C 4.11 1.25 -1.82
C 5.47 1.35 -1.61
C 6.12 0.47 -0.74
C 5.40 -0.52 -0.09
C 4.02 -0.63 -0.30
H 3.60 1.92 -2.50
H 6.04 2.11 -2.12
H 7.18 0.57 -0.56
H 5.90 -1.22 0.57
H 3.43 -1.40 0.18
Se -3.20 1.23 -2.59
Se -5.16 0.68 -1.48
C -4.70 1.33 0.27
C -5.72 1.96 0.97
C -5.42 2.49 2.22
C -4.14 2.35 2.72
C -3.20 1.66 1.97
N -3.46 1.15 0.75
C -2.83 -0.57 -3.11
C -3.51 -1.20 -4.13
C -3.13 -2.49 -4.48
C -2.04 -3.04 -3.84
C -1.42 -2.33 -2.84
N -1.83 -1.14 -2.41
H -6.71 2.04 0.54
H -6.19 3.02 2.78
H -3.86 2.78 3.67
H -2.20 1.49 2.35
H -4.31 -0.69 -4.64
H -3.64 -3.04 -5.26
H -1.65 -4.01 -4.14
H -0.15 -3.84 -2.75
C 0.35 3.92 4.55
O 0.58 2.75 3.76
C -0.34 1.76 3.82
C -1.58 1.88 4.44
C -2.45 0.79 4.48
C -2.09 -0.43 3.92
C -0.84 -0.55 3.33
C 0.01 0.54 3.25
N 1.33 0.32 2.74
C 2.07 1.12 2.04
C 1.62 2.20 1.24
C 2.53 3.25 0.97
C 2.17 4.29 0.16
C 0.89 4.29 -0.41
C 0.01 3.24 -0.19
C 0.37 2.16 0.63
O -0.39 1.08 0.78
H 1.26 4.51 4.48
H 0.17 3.66 5.59
H -0.48 4.50 4.16
H -1.86 2.81 4.92
H -3.41 0.91 4.96
H -2.75 -1.28 3.97
H -0.52 -1.50 2.90
H 1.78 -0.52 3.07
H 3.13 0.88 2.04
H 3.50 3.24 1.46
H 2.86 5.10 -0.03
H 0.58 5.12 -1.04
H -0.97 3.23 -0.64
```

- Molar mass: 1068.9 g/mol
- Energy relative to the best compared isomer or geometry (same formula, charge and spin): 484.75 kJ/mol
- Multiplicity: 4
- Kohn-Sham gap (spin up / spin down): 6.3 / 5.5 eV
- Net charge: +2
- <S²>: 3.812
- Electronic energy: -7246.30664 Eh
- Max |F|: 1.0 eV/A